Entry 1:
The following is a quantum chemistry calculation of a cluster of 8 separate species, C22H63N3O8 in total at a distorted geometry, from OMol25.

XYZ file:
```
96
C22H63N3O8, DFT the ωB97M-V functional and the def2-TZVPD basis
C 0.914 0.549 3.312
C 2.346 0.840 2.958
C 3.086 -0.387 2.441
O 4.457 -0.252 2.744
C 5.267 -1.111 1.979
N 2.369 1.903 1.919
H 0.342 0.163 2.459
H 0.398 1.479 3.576
H 0.787 -0.171 4.121
H 2.917 1.165 3.839
H 2.934 -0.487 1.361
H 2.647 -1.250 2.970
H 6.302 -0.818 2.172
H 5.099 -1.008 0.904
H 5.151 -2.145 2.322
H 3.322 2.174 1.705
H 1.918 2.733 2.305
C 0.530 -1.085 -3.406
C 0.743 -1.990 -2.212
C 1.209 -3.379 -2.580
O 0.210 -4.012 -3.343
C 0.630 -5.245 -3.819
N 1.749 -1.373 -1.324
H 0.503 -0.044 -3.063
H -0.432 -1.253 -3.890
H 1.359 -1.129 -4.115
H -0.212 -2.075 -1.664
H 1.450 -3.933 -1.660
H 2.132 -3.294 -3.173
H -0.103 -5.662 -4.509
H 0.751 -5.986 -3.013
H 1.592 -5.182 -4.346
H 1.831 -1.928 -0.477
H 1.366 -0.480 -1.024
C 3.555 -6.323 2.109
C 3.131 -5.134 1.253
C 2.029 -4.374 1.995
O 1.738 -3.197 1.249
C 0.465 -2.648 1.568
N 4.295 -4.283 0.960
H 3.748 -6.009 3.140
H 4.506 -6.717 1.754
H 2.791 -7.099 2.122
H 2.693 -5.495 0.320
H 2.422 -4.064 2.972
H 1.146 -5.017 2.070
H -0.341 -3.244 1.130
H 0.419 -1.651 1.126
H 0.361 -2.539 2.652
H 3.965 -3.557 0.330
H 4.614 -3.826 1.808
C -3.604 4.169 -1.986
C -2.640 4.361 -3.145
O -2.733 5.699 -3.682
H -3.243 4.688 -1.097
H -3.722 3.115 -1.712
H -4.602 4.521 -2.251
H -2.748 3.674 -3.977
H -1.618 4.266 -2.747
H -2.593 6.320 -2.962
C -1.799 0.569 -0.480
C -0.807 1.532 0.138
O 0.510 1.071 -0.121
H -2.820 0.831 -0.176
H -1.601 -0.474 -0.252
H -1.859 0.738 -1.560
H -1.024 1.671 1.203
H -0.925 2.515 -0.340
H 1.109 1.319 0.607
C -1.078 5.389 1.341
C -0.457 4.586 2.471
O 0.981 4.664 2.442
H -2.128 5.102 1.211
H -0.576 5.165 0.399
H -1.056 6.466 1.511
H -0.721 3.540 2.327
H -0.808 4.937 3.443
H 1.212 5.499 2.858
C -3.654 2.280 2.684
C -4.462 3.155 3.613
O -5.058 2.327 4.608
H -3.301 2.849 1.822
H -4.330 1.525 2.271
H -2.846 1.773 3.207
H -5.216 3.711 3.041
H -3.817 3.918 4.072
H -5.425 2.902 5.284
C -3.625 -0.148 -4.539
C -2.869 -0.331 -5.823
O -2.686 0.923 -6.517
H -3.091 0.541 -3.881
H -3.692 -1.105 -4.010
H -4.648 0.190 -4.694
H -3.398 -0.995 -6.510
H -1.874 -0.754 -5.668
H -1.759 1.157 -6.449
```

The multiplicity is 1. Its energy relative to the best compared isomer or geometry (same formula, charge and spin) is 10.92 kJ/mol. The calculation puts the HOMO energy at -8.746 eV. The SMILES is COC[C@H](C)N.COC[C@H](C)N.COC[C@H](C)N.CCO.CCO.CCO.CCO.CCO. The HOMO-LUMO gap is 0.3365 Eh.

These are the Mulliken partial charges, in e, on atoms 1 to 4: -1.260 0.645 -0.367 -0.472

***

Entry 2:
The following is a quantum chemistry calculation of a structure of composition C22H64CrO20 at a distorted geometry, from OMol25.

XYZ file:
```
107
C22H64CrO20, DFT the ωB97M-V functional and the def2-TZVPD basis
Cr 15.903 9.910 -14.617
C 15.653 8.243 -18.038
C 15.214 9.683 -17.925
O 15.444 10.252 -16.673
H 15.338 7.684 -17.146
H 16.736 8.165 -18.118
H 15.069 7.716 -18.799
H 14.136 9.724 -18.145
H 15.728 10.295 -18.677
C 15.737 6.147 -13.839
C 16.735 6.800 -14.787
O 17.000 8.145 -14.568
H 16.192 6.304 -12.850
H 15.628 5.078 -14.022
H 14.769 6.647 -13.778
H 16.319 6.638 -15.797
H 17.670 6.223 -14.771
C 17.845 2.562 -11.538
C 18.293 4.025 -11.391
O 19.289 4.116 -10.397
O 16.995 2.222 -10.430
H 18.653 1.840 -11.643
H 17.278 2.529 -12.475
H 17.502 4.742 -11.147
H 18.689 4.336 -12.356
H 18.942 3.781 -9.566
H 16.382 1.555 -10.749
C 14.443 2.963 -16.777
C 12.995 2.821 -17.222
O 12.730 1.459 -17.537
O 14.623 2.766 -15.395
H 14.723 4.007 -16.952
H 15.108 2.340 -17.381
H 12.822 3.399 -18.139
H 12.313 3.199 -16.451
H 11.940 1.456 -18.085
H 14.738 1.836 -15.182
C 18.146 2.438 -15.596
C 19.310 3.407 -15.311
O 19.882 3.064 -14.070
O 18.590 1.365 -16.395
H 17.336 2.941 -16.124
H 17.774 2.140 -14.610
H 18.957 4.450 -15.326
H 20.020 3.425 -16.149
H 20.403 3.812 -13.759
H 19.273 0.892 -15.908
C 19.061 5.446 -19.565
C 18.168 4.856 -18.451
O 16.834 5.320 -18.566
O 20.361 4.918 -19.619
H 19.109 6.536 -19.440
H 18.492 5.315 -20.486
H 18.579 5.061 -17.460
H 18.124 3.778 -18.615
H 16.638 5.998 -17.913
H 20.700 4.846 -18.721
C 13.601 11.521 -13.483
C 13.029 10.234 -14.122
O 13.936 9.149 -13.857
O 14.781 11.837 -14.252
H 13.846 11.432 -12.429
H 12.880 12.325 -13.640
H 12.888 10.315 -15.199
H 12.074 9.895 -13.711
H 13.536 8.595 -13.166
H 14.542 12.424 -14.977
C 12.160 5.503 -10.554
C 13.099 5.884 -11.698
O 12.668 7.146 -12.205
O 10.803 5.623 -10.976
H 12.380 6.096 -9.661
H 12.286 4.448 -10.289
H 12.983 5.146 -12.496
H 14.122 5.976 -11.345
H 11.703 7.144 -12.257
H 10.267 5.092 -10.384
C 19.878 8.436 -16.728
C 19.340 9.434 -17.759
O 20.115 10.610 -17.743
O 19.746 8.820 -15.357
H 20.925 8.152 -16.846
H 19.310 7.494 -16.797
H 18.280 9.675 -17.637
H 19.398 8.874 -18.696
H 20.133 10.971 -16.852
H 18.854 8.520 -15.104
C 11.711 7.100 -15.548
C 12.145 6.641 -16.940
O 11.062 5.898 -17.484
O 10.661 8.028 -15.758
H 12.540 7.613 -15.052
H 11.405 6.265 -14.920
H 13.060 6.039 -16.988
H 12.388 7.524 -17.544
H 10.987 6.097 -18.421
H 10.959 8.692 -16.386
C 17.671 9.131 -10.787
C 16.315 9.581 -11.300
O 16.406 10.356 -12.526
O 17.984 7.870 -11.388
H 17.710 9.118 -9.695
H 18.494 9.832 -10.982
H 15.917 10.345 -10.619
H 15.609 8.783 -11.518
H 16.459 11.283 -12.288
H 17.740 7.981 -12.325
```

The multiplicity is 5. Its energy relative to the best compared isomer or geometry (same formula, charge and spin) is 48.46 kJ/mol. The calculation puts the HOMO energy (alpha / beta) at -7.759 / -8.190 eV. The HOMO-LUMO gap (alpha / beta) is 0.2747 / 0.2900 Eh. Its expectation value of S² is 6.011.

These are the Mulliken partial charges, in e, on atoms 1 to 4: 0.193 0.281 -0.843 -0.657

***

Entry 3:
The following is a quantum chemistry calculation of a cluster of 8 separate species, C22H64N4O9 in total at a distorted geometry, from OMol25.

XYZ file:
```
99
C22H64N4O9, DFT the ωB97M-V functional and the def2-TZVPD basis
C -7.266 3.392 -14.732
O -6.501 2.199 -14.916
C -5.757 1.803 -13.827
C -6.715 1.059 -12.839
N -7.731 0.195 -13.582
C -8.794 -0.151 -12.664
C -10.202 -0.108 -13.375
O -10.233 1.188 -14.021
C -11.358 1.372 -14.915
H -8.075 3.268 -14.012
H -7.814 3.725 -15.613
H -6.737 4.321 -14.519
H -5.208 2.634 -13.383
H -4.982 1.106 -14.142
H -7.305 1.883 -12.437
H -6.306 0.581 -11.949
H -8.186 0.865 -14.186
H -8.809 0.494 -11.786
H -8.699 -1.110 -12.155
H -11.073 -0.083 -12.720
H -10.364 -0.857 -14.151
H -11.260 2.295 -15.484
H -12.283 1.383 -14.337
H -11.511 0.584 -15.653
C -6.154 11.757 -13.726
C -6.981 10.527 -13.925
C -8.503 10.794 -13.934
O -9.200 9.624 -14.307
C -10.618 9.633 -13.925
N -6.401 10.012 -15.223
H -5.107 11.600 -13.466
H -6.489 12.259 -12.818
H -6.199 12.486 -14.534
H -6.730 9.804 -13.149
H -8.902 11.599 -14.551
H -8.954 10.885 -12.945
H -11.140 10.480 -14.370
H -10.958 9.456 -12.905
H -11.136 8.912 -14.558
H -5.411 9.935 -15.035
H -6.704 9.053 -15.132
C 0.513 7.757 -18.167
C -0.944 7.460 -17.750
C -1.188 5.838 -17.594
O -1.500 5.324 -18.894
C -2.243 4.126 -19.181
N -1.212 8.088 -16.498
H 1.153 7.304 -17.411
H 0.792 8.808 -18.243
H 0.708 7.210 -19.089
H -1.606 7.937 -18.472
H -2.045 5.642 -16.949
H -0.365 5.256 -17.178
H -3.288 4.209 -18.882
H -1.817 3.214 -18.763
H -2.400 4.039 -20.256
H -0.736 8.967 -16.643
H -0.591 7.739 -15.781
C 0.684 4.372 -10.109
C -0.211 5.562 -9.680
C -0.375 6.711 -10.748
O 0.863 7.204 -11.189
C 1.091 8.534 -10.669
N -1.583 5.027 -9.375
H 0.790 3.474 -9.501
H 1.682 4.808 -10.057
H 0.747 4.133 -11.171
H 0.191 6.058 -8.797
H -1.010 7.576 -10.556
H -0.877 6.333 -11.639
H 1.223 8.572 -9.588
H 0.318 9.229 -10.999
H 1.937 9.045 -11.129
H -1.366 4.620 -8.477
H -2.278 5.684 -9.051
C 0.189 5.201 -25.865
O 0.085 3.845 -25.442
H -0.789 5.678 -25.925
H 0.634 5.727 -25.020
H 0.810 5.346 -26.749
H -0.754 3.647 -25.020
C 1.418 14.041 -16.110
O 0.506 14.039 -17.166
H 0.881 14.467 -15.262
H 1.754 13.033 -15.867
H 2.374 14.524 -16.312
H 0.696 14.900 -17.546
C 5.315 4.008 -20.410
O 6.442 3.458 -21.077
H 4.650 4.454 -21.150
H 4.817 3.190 -19.891
H 5.493 4.857 -19.750
H 7.037 3.312 -20.339
C -7.559 6.436 -20.333
O -6.378 6.761 -21.063
H -7.439 5.444 -19.898
H -8.034 7.253 -19.789
H -8.320 6.110 -21.042
H -5.772 7.104 -20.403
```

The multiplicity is 1. Its energy relative to the best compared isomer or geometry (same formula, charge and spin) is 475.47 kJ/mol. The calculation puts the HOMO energy at -8.745 eV. The SMILES is COC[C@H](C)N.COC[C@H](C)N.COC[C@H](C)N.COCCNCCOC.CO.CO.CO.CO. The HOMO-LUMO gap is 0.3337 Eh.

These are the Mulliken partial charges, in e, on atoms 1 to 4: -0.694 -0.373 -0.534 -0.721

***

Entry 4:
The following is a quantum chemistry calculation of a structure of composition C22H66AlO26S at a distorted geometry, from OMol25.

XYZ file:
```
116
C22H66AlO26S, DFT the ωB97M-V functional and the def2-TZVPD basis
Al 10.657 14.668 14.961
S 11.909 10.670 15.666
O 13.347 10.344 15.430
O 11.555 11.953 15.059
O 11.086 9.612 15.006
O 11.620 10.630 17.111
C 11.711 12.797 10.121
C 10.307 12.776 10.769
O 10.274 12.773 12.136
O 12.428 11.629 10.436
H 12.264 13.671 10.477
H 11.572 12.824 9.040
H 9.586 12.084 10.314
H 9.804 13.704 10.426
H 10.227 11.808 12.404
H 12.796 11.663 11.340
C 16.355 12.093 15.994
C 17.026 12.219 17.342
O 16.459 11.423 18.363
O 14.975 12.430 15.978
H 16.495 11.078 15.613
H 16.904 12.802 15.357
H 17.100 13.257 17.695
H 18.058 11.868 17.247
H 15.495 11.377 18.215
H 14.444 11.612 15.811
C 14.337 13.997 13.366
C 14.533 14.605 11.988
O 14.864 13.637 10.988
O 12.995 13.590 13.513
H 14.520 14.752 14.131
H 15.012 13.152 13.502
H 15.394 15.299 12.022
H 13.722 15.248 11.648
H 15.608 13.130 11.333
H 12.861 12.637 13.371
C 14.815 8.748 12.328
C 14.878 10.267 12.539
O 13.543 10.749 12.761
O 16.108 8.237 12.032
H 14.103 8.463 11.557
H 14.487 8.251 13.249
H 15.265 10.671 11.600
H 15.575 10.474 13.354
H 13.429 10.648 13.744
H 16.502 7.897 12.839
C 8.611 14.269 18.220
C 9.066 12.888 17.951
O 10.341 13.015 17.315
O 8.385 14.908 16.954
H 9.313 14.851 18.815
H 7.675 14.297 18.787
H 8.382 12.255 17.381
H 9.210 12.375 18.918
H 10.752 12.127 17.228
H 7.579 15.428 16.986
C 10.648 8.959 11.797
C 10.418 7.652 12.530
O 11.422 7.412 13.530
O 10.279 10.122 12.585
H 10.088 9.021 10.860
H 11.688 9.099 11.490
H 10.559 6.819 11.843
H 9.448 7.614 13.033
H 11.444 8.219 14.089
H 10.657 10.005 13.491
C 8.914 8.218 17.594
C 7.951 8.955 16.682
O 8.525 10.118 16.054
O 9.915 7.515 16.855
H 8.389 7.418 18.116
H 9.390 8.871 18.335
H 7.060 9.220 17.252
H 7.652 8.198 15.945
H 9.404 9.817 15.737
H 10.527 8.135 16.433
C 13.408 7.283 17.973
C 13.949 7.282 16.543
O 14.875 8.325 16.323
O 14.449 7.023 18.869
H 12.708 6.447 18.028
H 12.869 8.200 18.234
H 13.121 7.388 15.825
H 14.498 6.357 16.376
H 14.387 9.157 16.132
H 15.219 7.539 18.584
C 12.883 14.887 17.543
C 12.107 16.111 17.225
O 10.844 15.730 16.632
O 13.001 14.228 16.342
H 12.474 14.270 18.357
H 13.878 15.103 17.965
H 12.656 16.687 16.467
H 12.010 16.750 18.104
H 10.145 16.332 16.904
H 13.657 13.486 16.315
C 11.861 10.905 20.304
C 13.365 11.099 20.189
O 13.769 11.361 18.826
O 11.376 9.750 19.648
H 11.365 11.809 19.912
H 11.624 10.833 21.368
H 13.896 10.218 20.556
H 13.661 11.989 20.749
H 13.059 11.062 18.238
H 11.412 9.900 18.685
C 7.516 12.658 13.980
C 7.033 14.067 14.028
O 8.103 14.902 13.544
O 8.695 12.458 14.714
H 7.714 12.329 12.956
H 6.653 12.048 14.287
H 6.687 14.390 15.012
H 6.171 14.179 13.363
H 7.744 15.602 12.988
H 8.585 11.559 15.115
```

As for the charge: +1. The multiplicity is 1. The calculation puts the HOMO energy at -10.726 eV. The HOMO-LUMO gap is 0.0635 Eh.

These are the Mulliken partial charges, in e, on atoms 1 to 4: 0.859 0.017 -0.780 0.665

***

Among the records above, which one has the highest multiplicity?
C22H64CrO20

***

multiplicity of number 4 (C22H66AlO26S)?
1

***

Which formula does entry 2 have?
C22H64CrO20